Formula: C23H57ClCuN2O11
Source: OMol25
Level of theory: ωB97M-V with the def2-TZVPD basis set

Its net charge is -1. The orbital gap comes out at 5.67 eV. For the HOMO energy, the calculation gives -3.312 eV.

Atoms and positions in Å:
Cu -1.77370 0.73635 0.21748
Cl 0.55694 -1.40487 0.95910
O 1.71019 -3.14655 -2.74811
O -0.81279 1.45967 -1.60911
O -2.30452 -3.76042 1.03202
O -0.36118 -0.62442 1.78787
O 3.50866 -4.33904 1.27718
O -0.12631 -1.55280 -0.30324
O 1.30303 1.17031 -4.49209
O 0.82200 -2.68744 1.57997
O 1.81093 -0.74622 0.74325
O -0.48417 -1.11197 7.17679
O -3.17179 1.32910 1.90589
N 2.59415 -0.47634 -2.32254
N -1.16193 2.70368 -1.01973
C -2.73159 4.52064 -0.79321
C -3.43571 2.38629 -1.77998
C 0.91266 3.96935 -1.59724
C 0.81182 2.55197 0.47643
C 3.82460 -4.20470 2.65463
C -0.51379 4.58155 0.35063
C 3.42698 -1.49677 -2.95569
C -2.82068 2.44904 2.75039
C -2.53590 -4.35557 -0.23513
C -2.28072 3.36256 -1.69271
C -1.92495 3.88246 -3.08923
C -1.61778 5.42134 -0.30599
C 1.02048 1.84627 -5.67231
C -1.08118 -1.41834 5.90557
C -1.80631 1.98895 3.77241
C -0.01293 3.39929 -0.48629
C 2.92014 0.86864 -2.75478
C 2.68663 1.14116 -4.21423
C 1.23818 -4.26758 -2.06073
C 2.98662 -5.13033 3.51434
C -3.48784 -5.51830 -0.07760
C -0.21171 -2.36381 5.11653
C 3.05694 -2.85092 -2.40768
H 1.14720 -4.04905 -0.99031
H -3.11434 4.01649 0.10909
H 3.69729 -3.62668 -2.85242
H -3.83790 2.09825 -0.80428
H 2.91271 -6.14513 3.12411
H -1.28749 -0.51278 5.33481
H 0.14360 -0.39846 7.03305
H 0.60539 4.97932 -1.85655
H -0.80853 4.33884 1.37592
H -3.74131 2.81840 3.20920
H -0.50575 -2.46714 4.06866
H 1.78201 -5.19226 -2.29525
H -3.59402 5.10508 -1.13162
H -2.43228 3.20688 2.07880
H 4.47489 -1.24100 -2.70847
H -1.13259 5.98112 -1.11328
H -2.02906 -1.89523 6.15971
H 1.94584 -4.78563 3.50656
H -1.19077 4.68670 -3.10760
H -0.91566 1.58934 3.29316
H -0.06167 2.00562 -5.69907
H -4.26524 2.84069 -2.33908
H 3.10429 -2.89322 -1.31150
H -2.27324 1.28108 4.46041
H 0.16661 1.90774 1.08808
H 3.17302 0.42119 -4.88886
H -0.15609 -3.37722 5.51799
H -3.77152 0.77864 2.41790
H 3.31456 -5.10222 4.55565
H 1.38547 3.15734 1.17945
H 0.91240 3.25820 -2.42732
H -1.52279 2.80957 4.44196
H -3.20400 1.49589 -2.36369
H -1.96461 6.13282 0.44863
H 0.28883 5.31976 0.50078
H 1.45561 1.86330 -0.07125
H 4.88225 -4.47783 2.70296
H -1.47502 3.06073 -3.65704
H 1.95643 3.98770 -1.26521
H 0.21775 -4.45865 -2.40722
H -4.31568 -5.21085 0.56708
H 2.31234 1.55969 -2.16540
H -1.59566 -4.64359 -0.71208
H 1.33238 1.32352 -6.58550
H -3.04339 -6.38968 0.40883
H 2.75987 -0.57141 -1.32639
H 3.14995 2.10470 -4.47716
H -3.91087 -5.83663 -1.03098
H -1.56826 -3.14295 0.95094
H 3.73176 -3.16942 2.99705
H -3.04257 -3.61148 -0.86464
H 3.96175 1.11559 -2.46623
H 1.39101 2.88426 -5.70659
H 0.82689 -2.02261 5.06339
H -2.80911 4.20393 -3.64821
H 3.34307 -1.51664 -4.04193
H 2.66081 -3.90685 1.11811

Atomic forces in eV per Å
0.79 0.44 -0.86
-0.50 0.29 -1.38
0.31 0.01 -0.48
-0.41 -0.24 0.70
0.02 -0.32 0.19
0.41 0.16 0.64
-0.07 0.17 -0.03
0.14 -0.75 0.17
0.35 0.22 0.09
-0.31 -0.14 0.17
0.14 0.40 0.50
-0.18 0.29 -0.10
-0.08 0.20 -0.23
0.04 -0.34 -0.81
-0.76 -1.10 1.52
-0.44 -0.11 1.20
-0.77 -0.25 -0.84
0.38 -0.76 0.34
-0.32 -1.07 -0.29
0.29 -0.48 -0.35
-0.05 1.47 0.09
0.05 0.57 0.79
0.03 -0.59 -0.18
-0.36 0.53 -0.12
0.53 1.04 0.02
0.14 -0.53 -0.73
0.61 -0.48 -0.08
-0.99 0.67 -0.23
0.15 -0.49 0.38
-0.25 0.69 0.65
0.14 1.53 0.07
0.18 -0.14 1.04
0.12 0.14 -0.45
-0.95 0.02 -0.21
-0.83 0.40 0.11
-0.18 -0.28 0.46
0.62 -0.40 -0.75
-0.59 -0.43 -0.05
0.35 -0.30 0.08
-0.01 0.08 -0.02
0.19 0.02 0.26
0.25 -0.01 0.08
0.54 -0.07 0.05
0.03 0.06 0.02
0.09 -0.07 0.03
0.08 -0.05 -0.42
-0.13 -0.57 -0.14
0.09 0.13 0.08
-0.27 0.14 0.08
0.39 0.14 0.34
0.16 -0.18 -0.63
0.08 0.04 -0.02
0.23 -0.55 -0.26
-0.38 0.12 -0.09
-0.07 0.08 -0.14
0.08 0.17 0.05
-0.12 0.11 0.26
-0.05 -0.21 0.05
-0.02 -0.44 -0.11
0.03 0.24 0.21
0.49 0.14 -0.01
0.14 -0.37 -0.27
-0.07 0.11 -0.04
0.04 -0.15 0.20
-0.24 0.10 0.30
0.13 -0.30 -0.19
0.08 -0.23 -0.03
0.15 0.20 -0.26
-0.31 0.28 -0.22
0.13 0.15 -0.29
0.39 -0.05 0.25
-0.18 0.12 -0.23
0.35 -0.46 0.01
0.09 0.04 0.14
-0.01 0.03 0.20
-0.03 -0.05 0.09
-0.07 0.26 0.18
0.02 0.20 -0.06
-0.02 0.08 -0.10
-0.18 -0.07 -0.20
-0.03 -0.04 -0.02
0.12 -0.09 0.08
0.18 0.08 -0.07
-0.47 0.22 0.06
-0.15 0.12 0.18
0.11 0.05 -0.08
0.06 0.00 -0.06
-0.08 0.01 -0.06
0.26 -0.06 -0.22
0.16 0.08 -0.50
0.53 -0.21 0.17
-0.08 0.25 0.12
-0.04 0.08 0.14
-0.25 0.13 0.01
-0.16 0.12 0.06

Here are the Löwdin charges for atoms 1 to 4, given in e:
1. Cu 0.436
2. Cl 0.660
3. O -0.177
4. O -0.232

Formula: C48H50F6N3O5RuSTe
Source: OMol25
Level of theory: ωB97M-V with the def2-TZVPD basis set

The orbital gap (spin up / spin down) comes out at 7.55 / 6.56 eV. Its spin multiplicity is 6. The energy above the lowest of the compared OMol25 structures with the same formula, charge and spin comes out at 3.39 kcal/mol. For the HOMO energy (spin up / spin down), the calculation gives -7.116 / -7.748 eV.

Atoms and positions in Å:
Te 1.79077 1.19670 0.23541
Ru -1.78138 -0.59411 0.23576
S -1.32379 -3.68708 -0.45539
F -1.87527 -2.82302 3.69204
F -4.79965 -0.23763 2.23930
F -5.51665 -1.75304 0.87408
F -2.73010 -0.84878 3.83537
F -5.89943 -1.93588 2.98816
F -3.81647 -2.54962 4.60081
O -1.53563 -0.35920 -2.22951
O -2.76259 -2.05386 1.22429
O -0.73952 -2.27509 -0.44837
O -3.81220 -0.06185 -0.72198
O -0.19274 -0.66313 1.96706
N -3.48482 1.80528 0.57793
N -0.29226 0.59398 -0.69431
N -2.47039 1.15375 1.13005
C -2.60575 3.10461 2.60779
C -0.47295 -4.35313 -1.88226
C 1.88413 2.80450 -1.14165
C -4.12259 1.09112 -0.38341
C 1.07238 4.97144 -1.79882
C -0.09234 0.18545 2.86042
C -4.97657 -1.55749 2.08170
C 8.21303 0.90702 1.06490
C 0.72408 -6.03037 -3.09184
C 2.87257 3.97837 -2.98863
C 0.13970 -5.59557 -1.90856
C 0.64891 0.13550 -3.00270
C -0.51527 -3.53725 -3.00836
C 3.94076 -1.38193 -0.14351
C -0.06920 3.87412 0.11327
C 0.51707 -3.89485 1.55076
C 0.64975 -5.79557 3.02286
C 0.94330 -0.01865 3.93188
C 0.07865 -3.98380 -4.17755
C -6.72988 3.67198 -1.29766
C -0.52183 -4.52655 0.88636
C -5.64193 3.07264 -0.68285
C 1.10418 -4.54423 2.62585
C 0.99147 3.87009 -0.95315
C 4.62032 -0.10919 0.30026
C 6.02975 2.15629 1.05752
C -1.94390 1.81602 2.20772
C -0.40429 -6.40466 2.35722
C 2.06837 6.24361 -3.73021
C 6.72421 0.96891 0.85583
C -5.28549 1.76871 -1.01746
C -3.66136 -2.36423 2.20664
C 3.99111 3.57584 1.13850
C -7.11432 1.67165 -2.57727
C -1.00708 -5.76302 1.28432
C -3.02534 -2.13544 3.59521
C 2.01128 5.05052 -2.81634
C 4.65294 2.24580 0.88780
C 3.94763 1.10043 0.48333
C -7.46702 2.97254 -2.24355
C 3.79041 1.73740 -2.51150
C -6.02501 1.07121 -1.96764
C -0.41193 0.14461 -1.93847
C 2.82546 2.84591 -2.17858
C -0.88186 1.38286 2.95920
C 6.00208 -0.15267 0.48701
C 0.69481 -5.22815 -4.22151
C -4.02624 -3.85263 2.10024
H 1.45629 -0.96374 3.77115
H 4.76266 1.90516 -2.04314
H 1.41720 -0.59562 -2.74055
H 8.71754 1.72120 0.54279
H 3.43342 0.76473 -2.18294
H 3.06034 3.46430 1.69923
H -7.00544 4.68587 -1.03732
H 1.10860 -6.29341 3.86722
H 3.09736 6.49211 -3.99125
H -0.87813 3.18899 -0.15005
H 4.65587 4.22514 1.70753
H 0.82399 -2.90238 1.25022
H 0.32206 3.54819 1.07906
H 1.91202 -4.06475 3.16342
H 0.18167 -6.21596 -1.02519
H 1.12567 1.10829 -3.10516
H -2.09720 3.52822 3.47081
H 8.62348 -0.03511 0.70306
H 4.07764 -1.53714 -1.21773
H -3.65415 2.92956 2.84888
H 1.15673 -5.57067 -5.13830
H 4.37508 -2.24336 0.36538
H -1.84834 -6.21523 0.77110
H -3.11298 -4.43567 2.20558
H 1.66461 0.80121 3.90915
H 8.46181 0.99564 2.12441
H -8.31800 3.44201 -2.72087
H 3.60403 4.00950 -3.79040
H -4.73962 -4.16239 2.86182
H 0.38150 5.79433 -1.64827
H -5.06259 3.60321 0.05946
H 1.21135 -6.99610 -3.12181
H 2.86860 -1.38167 0.04883
H -5.72964 0.06055 -2.21529
H 1.53231 6.04351 -4.66051
H -0.98235 -2.55848 -2.95841
H 0.18374 -0.15142 -3.94271
H 6.52236 -1.09372 0.33611
H -0.76781 -7.37084 2.68109
H 1.61138 7.11766 -3.26710
H -2.59145 3.81891 1.78529
H -0.61826 2.02301 3.79075
H 3.74189 4.08127 0.20350
H 3.93841 1.69517 -3.59152
H -7.68929 1.12619 -3.31447
H 0.05954 -3.35491 -5.05807
H -4.44874 -4.02848 1.11293
H 6.57628 3.04290 1.36459
H 0.46887 -0.01812 4.91467
H -0.48437 4.87515 0.22927

Atomic forces in eV per Å
-0.25 0.14 -0.08
0.10 0.15 -0.05
-0.09 0.25 0.02
0.01 -0.03 -0.01
0.01 0.00 -0.05
0.00 0.00 -0.02
0.01 0.02 -0.04
0.03 -0.01 0.04
0.00 -0.01 0.04
0.21 0.03 -0.01
-0.03 -0.19 -0.02
0.15 -0.14 -0.03
0.14 0.04 0.16
-0.10 -0.11 0.00
0.06 -0.11 0.00
0.34 -0.09 -0.07
-0.05 0.24 0.21
0.03 0.02 0.03
0.09 -0.05 0.02
0.00 -0.04 0.04
-0.12 0.10 -0.04
0.00 0.01 0.04
-0.13 0.16 0.02
0.03 0.07 -0.04
0.00 0.00 0.00
-0.01 -0.01 0.03
-0.01 0.00 -0.02
-0.01 0.02 -0.08
0.13 0.19 0.13
0.01 0.01 -0.02
-0.02 0.01 0.00
0.00 -0.02 0.00
-0.03 -0.05 -0.01
0.04 0.04 0.03
0.03 -0.02 0.03
0.00 -0.01 -0.01
0.01 -0.01 0.01
0.07 0.00 -0.01
-0.01 -0.01 -0.01
-0.02 -0.02 0.02
-0.01 0.04 -0.03
0.04 0.01 -0.04
-0.01 0.02 0.00
-0.13 -0.02 -0.20
-0.06 -0.01 -0.05
0.01 0.00 0.00
0.02 0.02 0.01
0.03 0.00 0.00
-0.12 -0.09 0.00
-0.02 0.01 0.01
0.00 0.00 0.00
0.06 -0.06 0.05
0.05 0.04 0.01
0.01 0.00 -0.01
0.05 -0.04 0.00
0.08 -0.08 0.03
-0.01 0.00 -0.01
0.02 0.01 0.02
0.01 -0.01 0.00
-0.67 -0.34 -0.18
-0.04 0.03 -0.09
0.11 -0.11 0.08
-0.03 -0.02 0.01
0.00 0.01 -0.02
0.01 0.01 0.02
0.01 0.00 0.00
0.00 -0.02 0.01
-0.01 -0.01 0.01
0.00 0.00 0.00
-0.03 -0.04 0.03
0.00 0.00 -0.01
0.00 0.00 0.00
0.01 0.01 0.00
0.00 0.00 0.00
0.00 -0.03 0.01
0.00 0.00 0.01
-0.01 0.01 -0.02
0.01 0.02 0.01
0.00 -0.01 0.00
0.00 -0.01 0.04
0.02 0.03 -0.01
-0.01 0.01 0.00
0.00 0.00 0.00
-0.02 0.02 0.00
0.00 -0.01 0.00
0.00 0.00 0.00
0.01 0.00 -0.01
0.01 0.00 0.00
-0.03 0.03 0.01
0.01 0.00 0.00
0.00 0.00 0.00
0.00 0.00 0.00
-0.01 0.00 0.00
0.00 0.02 0.00
0.00 0.00 0.00
0.00 0.00 0.00
0.00 0.00 0.00
-0.01 -0.01 0.02
0.00 0.00 0.00
0.00 0.00 0.00
-0.01 -0.02 0.01
0.01 0.01 -0.01
-0.01 0.00 0.00
0.00 0.00 0.00
0.00 0.00 0.00
0.01 -0.01 -0.01
0.01 -0.01 0.00
0.01 0.00 0.01
0.01 0.01 0.01
0.00 0.00 0.00
0.00 0.00 0.00
0.01 0.01 -0.01
0.00 0.00 0.00
0.01 0.00 0.00
-0.01 -0.01 -0.01

Here are the Löwdin charges for atoms 1 to 4, given in e:
1. Te 1.700
2. Ru 1.536
3. S 1.116
4. F 0.153

Formula: C20H25F9N3O7PS
Source: OMol25
Level of theory: ωB97M-V with the def2-TZVPD basis set

The orbital gap comes out at 7.71 eV. For the HOMO energy, the calculation gives -9.058 eV.

Atoms and positions in Å:
S -0.02801 -3.30989 -3.66266
P 2.23087 -1.47332 0.09961
F 8.25344 -6.93868 -0.07151
F 2.49953 6.23857 -3.21964
F -6.16317 0.29234 -0.01607
F 2.41233 4.54608 -1.89366
F 0.62369 5.22620 -2.88607
F 6.27310 -7.59266 0.46942
F 7.84454 -7.56442 1.95213
F -7.68064 0.83293 1.41225
F -5.95725 -0.28279 2.05537
O 7.60814 -4.48439 1.00071
O -6.77173 -2.31637 0.12776
O -8.70052 -1.71363 1.11175
O 1.47696 6.29211 0.05261
O 5.84760 -5.44406 2.01484
O 1.06683 7.78727 -1.57146
O 2.43994 -1.38511 1.58983
N -0.46057 1.90473 1.32663
N -1.55091 -2.65550 -3.41660
N 0.90386 -2.77160 -2.40887
C -8.18528 -3.56742 -1.40442
C 5.41033 -4.15367 2.48040
C 0.57738 2.59498 0.52512
C 1.43476 6.58812 -1.10751
C -0.47999 -0.37286 0.21224
C -2.34305 -1.04568 -1.52892
C 1.74778 5.64633 -2.27472
C 0.03913 -1.95562 -1.68584
C -1.35596 -1.90875 -2.27827
C -0.10437 0.46030 1.47998
C -6.84906 -0.15254 1.05437
C -7.57951 -1.46646 0.77313
C 7.33591 -6.89033 0.90302
C 1.93064 9.42126 0.00774
C 6.96707 -5.45567 1.28489
C 0.48148 -1.22039 -0.45164
C -7.32175 -3.61316 -0.16031
C 4.65065 -3.41709 1.39778
C 0.69991 8.76113 -0.57971
C -1.87866 -0.31394 -0.35230
H 3.08491 -0.62344 -0.66982
H 0.84369 1.94849 -0.36413
H 6.25565 -3.56894 2.84781
H -3.40660 -0.96921 -1.85792
H 0.08961 9.50775 -1.08862
H -9.05422 -2.92411 -1.25631
H -6.47491 -4.28006 -0.32473
H 2.54666 8.69760 0.54405
H 0.12820 3.58033 0.21083
H -0.76662 0.08918 2.31697
H -7.87322 -3.99868 0.69913
H 5.29652 -3.20014 0.54312
H 0.07692 8.30895 0.19419
H 2.55165 9.84596 -0.78350
H -8.53570 -4.56659 -1.66602
H -1.38867 2.00069 0.91367
H 1.49081 2.86540 1.12595
H -7.62309 -3.15709 -2.24574
H 2.57049 -2.81279 -0.29004
H 1.64758 10.21471 0.70053
H 0.97702 0.43798 1.74857
H 4.75235 -4.33689 3.33021
H -2.61309 0.32078 0.20513
H 4.25385 -2.47832 1.77814
H 3.82473 -4.02789 1.02715

Atomic forces in eV per Å
-0.44 0.17 0.38
-0.26 -0.81 1.57
-0.24 0.43 0.29
-0.17 0.19 0.42
-0.21 -0.39 0.01
-0.26 0.49 0.38
-0.03 0.31 0.42
0.04 0.42 0.15
-0.15 0.45 0.01
-0.13 -0.60 -0.16
-0.24 -0.42 -0.19
0.21 -0.55 -0.21
0.13 0.63 0.37
0.23 0.55 0.12
0.17 -0.48 -0.46
0.53 -0.57 -0.17
0.06 -0.66 -0.32
-0.39 0.65 -1.22
0.97 -0.64 -0.02
2.82 0.87 2.34
-3.31 1.36 -0.07
-0.13 0.33 -0.06
-0.39 0.64 0.10
-0.71 0.54 -0.34
-0.44 1.07 0.71
0.94 -1.61 -1.73
2.04 0.61 1.66
0.51 -1.00 -1.25
0.12 -0.40 -0.35
0.20 1.00 1.58
-1.60 0.63 0.02
0.65 1.53 0.31
-0.25 -1.31 -0.34
0.34 -1.41 -0.53
0.29 -0.21 -0.03
-0.65 1.09 0.64
-2.15 0.66 -0.74
-0.25 -0.67 -0.30
0.39 -0.17 -0.24
-0.09 0.61 0.45
0.17 -1.50 -1.64
-0.50 -0.28 0.04
0.06 0.98 0.60
0.10 -0.17 -0.19
1.12 -0.06 0.32
0.07 -0.23 -0.25
0.00 -0.11 0.07
0.14 0.30 0.08
-0.12 0.03 0.06
0.64 -1.02 -0.02
1.03 0.06 -0.68
-0.01 0.27 0.01
0.07 0.00 0.09
0.16 -0.19 -0.10
-0.13 0.08 0.01
0.06 0.02 0.04
0.49 0.08 0.03
-0.92 -0.61 -0.47
0.06 -0.14 0.03
-0.34 0.84 -0.48
-0.04 -0.04 -0.05
-1.01 -0.50 -0.19
0.09 -0.31 -0.10
0.66 -0.72 -0.67
0.00 -0.14 0.09
-0.03 0.00 0.20

Here are the Löwdin charges for atoms 1 to 4, given in e:
1. S 0.959
2. P 0.752
3. F 0.162
4. F 0.159